<P>
DFT (ωB97M-V with the def2-TZVPD basis set) results for CH4N2O in the gas phase.

The geometry in ORCA input format:
```
! RIJCOSX wB97M-V def2-TZVPD def2/J DEFGRID3
* xyz 0 1
H 2.126 -1.393 0.186
N 1.160 -1.287 -0.013
N 0.943 -0.063 -0.012
C -0.387 0.400 -0.029
O 1.765 0.917 0.010
H -1.220 -0.040 -0.676
H -0.780 0.297 1.020
H -0.265 1.472 -0.026
*
```

Values from the calculation:
Gap between HOMO and LUMO (eV): 10.755
LUMO level (eV): 0.4639
Structure (SMILES): [H]/N=[N+](/C)[O-]
Molecular weight (g/mol): 60.1


<Q>
DFT (ωB97M-V with the def2-TZVPD basis set) results for CH4N2O in the gas phase.

The geometry in ORCA input format:
```
! RIJCOSX wB97M-V def2-TZVPD def2/J DEFGRID3
* xyz 0 1
C 0.976 -0.019 -0.174
N -0.343 0.077 0.392
N -1.255 0.438 -0.411
O -2.422 0.227 -0.134
H 1.138 -1.123 -0.200
H 0.858 0.347 -1.209
H 1.722 0.399 0.501
H -0.676 -0.345 1.234
*
```

Values from the calculation:
Gap between HOMO and LUMO (eV): 10.076
LUMO level (eV): 0.9864
Structure (SMILES): CNN=O
Molecular weight (g/mol): 60.1


<R>
DFT (ωB97M-V with the def2-TZVPD basis set) results for CH4N2O in the gas phase.

The geometry in ORCA input format:
```
! RIJCOSX wB97M-V def2-TZVPD def2/J DEFGRID3
* xyz 0 1
H 2.435 -0.580 -0.085
N 1.650 0.145 -0.354
C 0.494 -0.263 0.254
N -0.545 0.737 0.208
O -1.438 -0.327 -0.367
H 0.079 -1.154 0.718
H -0.410 1.546 -0.390
H -2.265 -0.103 0.015
*
```

Values from the calculation:
Gap between HOMO and LUMO (eV): 10.664
LUMO level (eV): 0.8715
Structure (SMILES): [H]/N=C/NO
Molecular weight (g/mol): 60.1


<S>
DFT (ωB97M-V with the def2-TZVPD basis set) results for CH4N2O in the gas phase.

The geometry in ORCA input format:
```
! RIJCOSX wB97M-V def2-TZVPD def2/J DEFGRID3
* xyz 0 1
H -0.999 2.579 -0.707
N -1.222 1.645 -0.669
C -0.495 0.805 -0.007
O -0.924 -0.414 0.124
N 0.123 -1.319 0.492
H 0.338 1.240 0.639
H 0.907 -1.174 -0.274
H -0.387 -2.232 0.370
*
```

Values from the calculation:
Gap between HOMO and LUMO (eV): 10.457
LUMO level (eV): 0.8435
Structure (SMILES): [H]/N=C/ON
Molecular weight (g/mol): 60.1


Pick <Q>: it beats the second-best structure by 0.0100 hartree.


<P>
DFT (ωB97M-V with the def2-TZVPD basis set) results for 2 unconnected molecules or ions with the total composition CH4N2O.

The geometry in ORCA input format:
```
! RIJCOSX wB97M-V def2-TZVPD def2/J DEFGRID3
* xyz 0 1
C 0.305 -0.065 0.166
N -0.697 -1.019 0.414
N -0.843 -0.166 -0.783
O 1.597 -0.173 -0.015
H -0.076 2.129 1.116
H -0.575 -2.076 0.182
H -1.587 0.630 -0.596
H 1.875 0.740 -0.483
*
```

Values from the calculation:
Gap between HOMO and LUMO (alpha / beta) (eV): 7.581 / 10.145
LUMO level (alpha / beta) (eV): -0.5151 / 0.2650
Molecular weight (g/mol): 60.1


<Q>
DFT (ωB97M-V with the def2-TZVPD basis set) results for CH4N2O in the gas phase.

The geometry in ORCA input format:
```
! RIJCOSX wB97M-V def2-TZVPD def2/J DEFGRID3
* xyz 0 1
N 0.904 0.661 -0.622
N 0.456 -0.506 -0.078
C -0.795 -0.456 0.509
O -1.630 0.327 0.170
H 0.131 1.108 -1.313
H 0.876 1.388 0.228
H 1.088 -1.173 0.046
H -1.029 -1.348 1.061
*
```

Values from the calculation:
Gap between HOMO and LUMO (eV): 10.944
LUMO level (eV): 0.9150
Structure (SMILES): NNC=O
Molecular weight (g/mol): 60.1


<R>
DFT (ωB97M-V with the def2-TZVPD basis set) results for CH4N2O in the gas phase.

The geometry in ORCA input format:
```
! RIJCOSX wB97M-V def2-TZVPD def2/J DEFGRID3
* xyz 0 1
H 2.802 -0.149 0.082
N 1.900 -0.087 -0.479
C 0.716 -0.162 0.003
O -0.290 0.303 -0.670
N -1.584 -0.048 -0.172
H 0.555 -0.638 0.986
H -2.377 0.612 -0.630
H -1.721 0.169 0.880
*
```

Values from the calculation:
Gap between HOMO and LUMO (eV): 10.091
LUMO level (eV): 0.8080
Structure (SMILES): [H]/N=C/ON
Molecular weight (g/mol): 60.1


Pick <Q>: it beats the second-best structure by 0.0583 hartree.